DFT (ωB97M-V/def2-TZVPD) results for a structure of composition C19H24AsInN3O2S3 in a non-equilibrium geometry.

CARTESIAN COORDINATES (ANGSTROEM)
1 In -0.12 -0.55 -0.15
2 C -5.28 1.18 1.47
3 S -4.31 -0.19 2.15
4 C -2.94 -0.21 1.10
5 S -1.83 -1.47 1.46
6 N -2.91 0.68 0.14
7 N -1.84 0.75 -0.60
8 C -1.77 1.46 -1.67
9 C -0.52 1.47 -2.40
10 C -0.43 2.07 -3.66
11 C 0.78 2.04 -4.33
12 C 1.86 1.40 -3.74
13 C 1.68 0.81 -2.50
14 N 0.53 0.85 -1.86
15 H -6.17 1.25 2.09
16 H -5.54 0.95 0.44
17 H -4.70 2.10 1.52
18 H -2.63 2.01 -2.05
19 H -1.30 2.54 -4.10
20 H 0.87 2.48 -5.31
21 H 2.81 1.34 -4.24
22 H 2.48 0.27 -2.00
23 C 0.87 1.54 3.64
24 C 1.21 0.88 2.33
25 O 0.35 0.93 1.43
26 C 2.48 0.22 2.17
27 C 3.55 0.55 3.03
28 C 4.79 -0.02 2.89
29 C 5.01 -0.95 1.88
30 C 3.98 -1.32 1.04
31 C 2.69 -0.75 1.15
32 O 1.79 -1.22 0.32
33 H -0.17 1.86 3.62
34 H 1.50 2.42 3.79
35 H 1.04 0.86 4.46
36 H 3.40 1.29 3.79
37 H 5.60 0.27 3.55
38 H 5.99 -1.39 1.75
39 H 4.14 -2.04 0.26
40 C -0.15 -4.52 -3.98
41 As -0.20 -3.86 -2.14
42 C -1.29 -5.10 -1.10
43 C 1.58 -3.85 -1.36
44 S -0.99 -1.90 -2.27
45 H 0.14 -5.57 -4.01
46 H 0.56 -3.92 -4.56
47 H -1.14 -4.40 -4.42
48 H -0.91 -6.12 -1.24
49 H -2.33 -5.05 -1.43
50 H -1.23 -4.83 -0.05
51 H 2.02 -4.84 -1.37
52 H 1.47 -3.49 -0.33
53 H 2.20 -3.13 -1.90

M: 612.361 g/mol
Net charge: +1
LUMO level: -3.57 eV
Energy: -127172.260 eV

Atomic partial charges in e from the Mulliken method, atoms 1 to 6:
1 In 1.437
2 C -0.786
3 S 0.010
4 C 0.627
5 S -0.465
6 N -1.424